Record 1
29
Properties=species:S:1:pos:R:3:forces:R:3 method="wB97M-V/def2-TZVPD" gap_ha=0.3543 smiles="CC(C)C/C(O)=C/[N+](=O)[O-].COC=O" relative_energy_ev=4.0472 max_force_ha_per_bohr=0.122 lumo_energy_ev=-0.31
O -3.00673 -1.70404 0.57125 0.04 -0.48 -1.26
O -1.07724 -2.36702 -0.42631 0.34 0.02 0.15
O 0.09851 1.71373 1.33095 -0.97 0.21 0.52
O -2.50812 1.71757 1.16879 0.89 -1.00 -0.26
O -3.37081 0.99167 -0.63735 -0.86 -0.59 -0.61
N -2.40526 1.12921 0.06171 0.54 1.84 -0.25
C 1.35633 1.20133 -0.58850 -0.16 -1.63 0.91
C 3.78073 1.01328 -0.21299 -2.21 1.47 -2.73
C 2.39255 0.55105 0.38603 3.64 3.03 -1.98
C 2.30095 -0.90936 0.52744 -5.77 2.32 0.56
C -1.12222 0.86840 -0.54371 0.41 0.75 2.82
C -1.67743 -1.87720 0.48395 -1.74 -0.13 -0.61
C 0.02297 1.21272 0.11424 -0.59 0.40 -1.18
C -3.76629 -2.02706 -0.63990 -1.59 3.32 0.92
H 4.09900 2.03878 -0.02544 -0.32 0.04 0.73
H -4.02108 -0.95190 -1.09832 0.58 -2.66 0.67
H -1.07236 0.41889 -1.48086 -0.49 -0.53 -1.28
H 2.54891 0.97694 1.37712 -1.33 0.33 0.09
H 1.20636 -0.91431 0.93291 1.66 -1.01 0.10
H -0.83747 1.84429 1.69988 0.80 -0.30 -0.72
H -1.38884 -1.43580 1.39690 1.74 0.28 1.31
H 3.81499 1.03077 -1.34990 -0.21 -0.64 1.10
H 2.12755 -1.38918 -0.35257 0.23 -1.55 -2.77
H 1.41190 0.70537 -1.60166 -0.54 -0.09 1.28
H -3.17769 -2.62172 -1.30930 -0.13 -0.53 -0.20
H 2.93393 -1.37534 1.15362 2.24 -1.42 2.15
H 1.58760 2.21209 -0.86789 0.33 0.77 0.50
H 4.46348 0.35413 0.12845 2.73 -1.95 0.99
H -4.71422 -2.40728 -0.19853 0.73 -0.28 -0.95


Record 2
129
Properties=species:S:1:pos:R:3:forces:R:3 method="wB97M-V/def2-TZVPD" gap_ha=0.3127 relative_energy_ev=0.0535 max_force_ha_per_bohr=0.026 lumo_energy_ev=-0.01
S -1.99678 -4.51708 1.21984 -0.15 -0.33 0.09
S -3.17022 4.77926 -0.11544 -0.62 0.25 0.37
S 1.66957 0.40562 0.16465 -0.82 0.12 0.72
S -2.30853 -0.82498 -6.90750 0.14 0.16 -0.01
S 8.08691 -5.07696 2.80738 -0.12 -0.11 0.12
S 2.68407 -2.54354 6.58414 0.12 0.08 0.13
S 0.25222 3.34086 -4.46630 0.36 0.09 0.24
S -0.87225 9.74926 2.41851 0.14 0.05 -0.10
O -0.88310 -4.89890 0.40537 0.18 0.16 -0.01
O -5.66789 -1.16072 0.41158 -0.23 0.31 0.06
O 1.28771 1.60052 -0.51352 0.10 0.29 -0.16
O -2.04304 -1.14911 -5.53683 -0.08 -0.14 0.02
O 1.37688 -3.11856 6.62304 -0.14 -0.21 -0.07
O 6.71680 -5.14399 3.59314 -0.12 -0.05 0.05
O -2.08501 -3.17490 1.71198 0.22 0.08 0.03
O -3.54937 -1.22661 -7.49222 -0.15 -0.05 0.03
O -2.16644 9.39660 1.92721 -0.15 -0.01 0.04
O -0.26083 2.07740 -4.91596 -0.16 -0.06 0.03
O 1.41679 3.77547 -5.45366 0.13 0.08 -0.09
O 0.24019 9.11969 1.48424 0.06 -0.02 -0.15
O 7.83706 -4.82477 1.42306 0.08 0.05 -0.13
O 8.98882 -4.23163 3.52786 0.12 0.12 -0.03
O 1.91360 0.46995 1.57290 0.26 0.02 0.30
O -1.10836 -1.36798 -7.78849 0.08 -0.01 -0.17
O 2.61679 -1.04084 7.04551 -0.03 0.22 0.05
O -0.64138 4.43728 -4.27594 -0.23 0.01 -0.06
O -2.14077 -5.54751 2.41220 0.06 0.10 0.28
O 3.44802 -2.62876 5.37371 -0.01 -0.07 -0.08
O 2.94978 -0.20745 -0.50825 0.74 -0.01 -0.34
O -0.53342 9.47508 3.78087 -0.06 -0.04 0.15
N -2.23310 3.84814 -0.96217 1.21 0.04 -0.61
N -4.35629 3.76196 0.19992 -0.83 0.70 0.69
C 8.54472 -6.76081 3.01424 0.04 -0.06 0.02
C -2.04868 0.88606 -7.18075 0.04 0.03 -0.13
C -3.49614 -4.91767 0.39845 -0.07 -0.05 -0.02
C 1.22760 3.11558 -3.02649 -0.04 0.02 -0.09
C -4.76001 1.40039 -0.34296 -0.21 0.08 0.11
C 0.28054 5.00139 -7.27268 -0.09 0.00 0.18
C 1.12194 3.80807 -6.86780 -0.07 0.01 -0.33
C 0.51814 -0.85785 -0.17741 -0.26 0.06 0.01
C -4.04013 2.60453 -0.37349 -0.75 0.01 0.48
C -4.74608 -1.45839 1.44459 -0.21 -0.36 -0.07
C -3.02207 0.36135 -1.66634 0.22 -0.19 -0.13
C -0.74693 -2.76106 -7.64434 0.10 -0.36 0.06
C 0.54634 7.71467 1.65998 0.10 -0.40 0.07
C 2.13938 -0.05563 6.08693 -0.19 0.31 -0.16
C -0.51086 6.79978 1.07948 -0.15 0.15 0.00
C -5.06733 -0.97305 -0.84247 -0.02 0.32 0.25
C -0.04686 -0.78822 -1.56951 0.05 -0.37 0.01
C -0.75884 -4.70634 4.31779 -0.25 0.15 -0.31
C -2.33982 1.53076 -1.69376 0.50 -0.13 -0.31
C 5.40752 -3.22803 2.74538 0.17 -0.04 -0.16
C 6.07234 -3.88813 3.93429 -0.23 0.39 0.05
C -4.25748 0.30137 -0.95158 -0.16 -0.22 0.28
C -0.99790 -5.79650 3.29004 0.26 -0.02 0.14
C -1.35254 -1.56551 -1.69089 0.40 0.05 -0.51
C -2.82803 2.65565 -1.03587 0.88 0.27 -0.40
C 0.64006 -0.09932 5.89167 -0.02 -0.26 0.13
C -4.94901 -0.58491 2.63080 0.15 0.28 0.02
C -2.48900 -0.84422 -2.38622 -0.32 0.14 0.41
C -1.72067 -3.70101 -8.32499 -0.15 0.14 0.02
C 3.62931 -3.14826 7.93609 0.06 -0.05 0.02
C -0.54859 11.43467 2.04292 0.03 0.07 0.00
H 3.10722 -2.91065 8.85804 -0.03 0.00 0.01
H 6.79886 -3.22625 4.40660 0.12 -0.08 -0.05
H -2.86246 1.40881 -6.68398 -0.01 -0.01 0.04
H -0.14887 0.23661 -1.85731 -0.14 0.48 -0.17
H 7.75154 -7.38787 2.61831 -0.02 0.00 -0.02
H 1.00480 -1.79711 0.00337 0.28 -0.48 0.27
H -0.17248 5.76467 1.13232 0.07 0.00 -0.02
H -4.32117 -4.78819 1.09324 -0.01 0.02 0.00
H 6.14031 -2.90068 2.00898 0.02 0.01 0.02
H -0.11973 -5.98142 2.67137 -0.03 0.10 -0.09
H 0.02761 -5.00373 5.00995 -0.01 -0.08 -0.01
H 0.23718 -2.83485 -8.10024 0.02 0.13 -0.04
H 5.32588 -4.14443 4.67892 0.02 -0.18 0.01
H -0.70635 7.05486 0.03793 0.05 -0.04 -0.04
H -1.33411 -4.71928 -8.28530 0.07 0.00 -0.01
H -2.69540 -3.68511 -7.84135 0.00 0.00 0.03
H 0.71357 7.51651 2.71905 -0.06 0.10 0.04
H 0.65051 2.86735 -7.15697 -0.02 -0.02 0.10
H -4.80159 0.45515 2.39214 -0.03 0.45 -0.13
H -1.86332 -3.41521 -9.36631 0.04 -0.03 -0.04
H -1.09786 1.17281 -6.74389 -0.03 -0.02 0.06
H -1.64870 -1.92688 -0.72645 -0.38 -0.11 0.74
H 1.75189 4.04316 -2.81723 0.00 0.05 -0.01
H 0.68410 -1.23328 -2.21983 0.36 -0.05 -0.57
H 1.92285 2.29781 -3.19193 -0.02 -0.02 0.01
H -5.88314 -0.90306 -1.54017 -0.37 -0.22 -0.48
H -3.72175 -1.42414 1.10737 0.38 0.19 -0.33
H 2.66711 -0.18577 5.14743 0.12 -0.14 -0.10
H -1.30254 12.02067 2.56248 -0.03 -0.01 0.02
H -1.24579 -6.72747 3.79228 -0.18 -0.07 -0.11
H -5.93622 -0.72949 3.02920 -0.49 0.04 0.28
H 8.71114 -6.95357 4.06963 0.00 0.01 0.02
H 0.73681 5.92616 -6.92264 0.04 0.02 -0.04
H 0.33594 0.73179 5.25946 0.01 0.09 -0.02
H -0.24627 -0.73846 0.57321 -0.35 0.17 0.36
H 0.55171 2.87981 -2.20786 -0.01 0.05 -0.07
H -4.21736 -0.85329 3.37132 0.29 -0.15 0.55
H -0.45405 -3.77320 3.85060 0.05 0.05 -0.05
H -5.69271 1.35909 0.17271 -0.49 -0.07 0.31
H 3.68954 0.04833 0.06145 0.28 -0.14 -0.06
H -4.46337 -1.83232 -1.07283 0.26 -0.48 -0.23
H -1.40786 1.64466 -2.20093 0.34 -0.09 -0.46
H 4.84221 -2.36228 3.08760 -0.05 -0.04 0.07
H 0.32622 -1.02411 5.41090 0.01 0.00 -0.03
H -3.59199 -4.22456 -0.43469 0.02 0.03 -0.01
H -3.29297 -1.54732 -2.46634 -0.38 -0.48 -0.32
H -1.45165 6.87903 1.62098 0.01 0.02 0.05
H 0.12635 -0.03032 6.85086 0.00 0.07 -0.02
H -2.23772 -0.59971 -3.39982 0.36 0.26 -0.42
H 0.19333 5.03656 -8.35863 0.06 -0.02 -0.03
H 2.44397 0.89833 6.50955 0.07 -0.06 0.13
H -3.43842 -5.94110 0.04012 0.01 -0.01 0.00
H -1.13577 -2.44708 -2.27006 -0.03 -0.54 -0.26
H 0.44577 11.68984 2.39631 0.02 -0.01 0.01
H -2.07489 1.07106 -8.25134 -0.05 -0.03 -0.02
H 3.70405 -4.22592 7.81121 -0.01 -0.02 -0.02
H -1.67070 -4.51065 4.88111 0.01 -0.04 0.07
H 2.09623 3.84681 -7.34838 0.09 0.00 0.10
H -0.72074 4.94670 -6.84945 -0.01 -0.02 0.00
H -0.63458 11.57445 0.96952 -0.02 -0.01 -0.02
H -0.63734 -2.99345 -6.58443 -0.07 0.09 0.04
H 1.49420 7.57743 1.14569 0.02 0.14 -0.05
H 9.46130 -6.90787 2.44852 0.02 0.02 -0.02
H -4.92508 -2.47709 1.76001 -0.02 -0.57 0.01
H 4.61373 -2.69044 7.91116 0.01 0.02 -0.01
H 4.72962 -3.92306 2.25153 -0.07 0.00 0.04


Record 3
97
Properties=species:S:1:pos:R:3:forces:R:3 method="wB97M-V/def2-TZVPD" gap_ha="0.2276 / 0.2398" relative_energy_ev=0.0000 max_force_ha_per_bohr=0.093 lumo_energy_ev="-6.73 / -6.57" charge=+2
Sb -0.39522 1.40448 -2.03075 -0.64 0.06 -0.15
Cl -1.33872 -5.63253 -6.39699 -0.07 0.09 0.14
Cl 3.77408 -0.67360 -0.66776 0.27 0.37 0.13
Cl -1.10106 -3.02578 -3.60773 -0.94 -2.57 0.41
Cl 0.23014 -4.50821 -6.86289 0.23 -0.33 -0.38
P 0.49842 -1.75014 1.90773 0.27 -0.15 0.16
Al 1.32584 0.00979 -0.02637 -0.31 -0.35 0.91
O -0.12585 2.66477 2.88597 0.01 0.06 -0.09
O 3.04775 -0.23255 0.62752 0.00 -0.25 -0.40
O 2.85879 -0.02829 -1.63354 -0.02 -0.25 -0.06
O 5.05556 -0.11009 -0.68472 -0.07 0.07 0.02
O 3.74297 -2.07557 -0.75027 0.02 0.01 -0.05
N 0.85682 -1.56151 -0.94824 -0.28 -1.81 1.17
N 0.82998 1.42330 1.31045 0.17 0.29 -0.35
C -2.17862 1.70416 -0.92165 0.03 -0.03 0.05
C -0.12878 4.42797 -2.44056 0.02 -0.04 -0.02
C -1.15386 0.04595 -3.51335 -0.23 0.13 0.25
C -2.31787 -2.03388 -3.46152 -3.96 -0.29 -0.17
C 4.05288 -3.05855 3.42130 0.01 0.01 0.02
C -4.33350 2.74232 -0.63850 0.01 0.02 0.00
C -0.45076 -2.53123 -5.04242 0.84 1.78 -1.42
C -0.98625 -1.18177 5.63536 -0.01 -0.03 -0.02
C -0.61135 1.00507 4.72731 0.00 0.02 0.05
C -0.83222 -2.89574 1.49174 0.00 0.03 -1.15
C -0.16628 0.46071 3.50969 -0.04 -0.01 0.05
C 3.05307 -2.27504 2.86740 -0.02 -0.06 -0.03
C -1.01531 0.19703 5.77120 0.00 0.03 0.00
C 0.30982 3.65929 1.95872 -0.05 0.06 -0.04
C 1.56287 -4.16591 2.89531 0.03 0.01 0.12
C -0.29916 -0.18336 -4.55475 0.42 0.58 -0.18
C -3.20358 -3.33327 1.31686 0.01 -0.11 -0.02
C -4.52963 2.02485 0.53431 0.01 -0.01 -0.01
C -1.65886 -4.79983 0.23307 0.81 0.65 -0.66
C 0.42996 -2.60953 -1.35441 -0.71 3.63 -3.01
C 2.41068 3.39073 0.62460 0.09 -0.36 -0.04
C -3.16037 2.58749 -1.36496 0.02 0.04 0.01
C -2.36362 -0.71531 -3.20142 3.09 -0.63 0.00
C 3.35983 2.94780 1.73577 -0.05 0.12 0.04
C -0.09865 -1.30281 -5.44768 -0.30 0.14 0.99
C -0.54726 -1.73308 4.44636 0.01 0.02 0.00
C 2.56701 -4.94494 3.44896 0.00 0.01 0.00
C 2.95426 3.05699 -0.75836 -0.07 0.06 0.05
C 0.98107 2.86176 0.85218 0.09 0.09 -0.03
C -0.64417 3.25527 -4.47779 -0.02 0.01 0.02
C -3.56020 1.13511 0.97673 0.02 0.01 0.03
C 0.22747 1.46368 2.48107 -0.12 -0.07 0.03
C -2.39097 0.97301 0.24670 0.05 -0.02 -0.06
C 3.81667 -4.39696 3.69805 0.01 0.00 0.00
C -2.14710 -2.58004 1.81185 -0.15 0.13 -0.18
C -0.44695 5.65458 -4.48128 0.00 0.01 0.01
C -0.68469 4.46766 -5.15536 0.01 -0.01 -0.02
C -0.35446 3.22987 -3.11805 0.11 0.06 0.14
C -0.14287 -0.93108 3.38186 0.24 0.09 0.08
C -0.56871 -3.97957 0.60815 -1.22 -1.30 2.07
C 0.04312 -3.03884 -2.59620 2.37 -1.94 1.54
C -2.96010 -4.44631 0.52076 -0.24 0.27 0.04
C -0.17870 5.63539 -3.11953 0.01 0.00 0.01
C 1.80709 -2.82927 2.57398 0.03 0.07 0.07
H 4.33196 3.41984 1.60118 0.00 0.00 0.02
H -1.45810 -5.68669 -0.35584 0.01 -0.10 0.16
H -0.47690 6.59567 -5.01336 -0.01 0.00 0.00
H 0.34728 0.66217 -4.78913 0.39 -0.27 0.16
H -1.29529 -1.82185 6.45075 0.00 0.00 0.00
H 0.49296 -1.13981 -6.33995 -0.25 -0.06 -0.21
H 2.99605 3.23221 2.72642 0.01 -0.02 0.01
H -1.47777 -4.16031 -4.26868 0.13 0.50 -0.12
H -0.86401 2.34642 -5.01961 -0.03 0.02 -0.01
H -1.72923 -3.93866 -2.60132 -0.18 0.79 1.28
H 0.35460 -4.53462 0.77024 0.41 0.66 -1.13
H 5.01942 -2.62257 3.63511 0.00 0.01 0.01
H -0.63174 2.07306 4.86509 -0.02 -0.02 0.03
H 2.30173 4.47966 0.67397 0.00 0.01 0.02
H 3.98769 3.38797 -0.85569 0.00 0.02 0.00
H -5.09425 3.42774 -0.98776 0.00 0.00 0.00
H -0.90803 4.47922 -6.21377 0.00 0.00 0.00
H -3.71548 0.57416 1.89039 0.00 -0.02 -0.02
H 2.36901 -5.98031 3.69176 0.00 0.00 0.00
H -0.51438 -2.80970 4.33576 0.03 0.00 0.01
H -5.44152 2.15554 1.10149 0.00 0.00 -0.01
H -3.01335 3.15898 -2.27422 0.00 0.01 0.01
H 3.50737 1.86913 1.72355 0.02 0.00 0.00
H 1.00732 4.31104 2.48160 -0.01 0.01 0.00
H 2.37147 3.54067 -1.54485 0.01 -0.01 -0.01
H -1.64561 0.25737 0.58423 -0.03 -0.04 0.05
H -2.35545 -1.74958 2.47437 -0.05 0.03 -0.07
H 3.24708 -1.23142 2.66919 0.02 -0.01 0.00
H -3.13549 -0.26925 -2.58819 -0.37 0.02 -0.40
H -1.35098 0.64944 6.69410 0.02 0.00 0.00
H 0.07150 4.43896 -1.37618 0.00 0.04 -0.02
H -4.21994 -3.06378 1.57233 0.00 -0.01 0.03
H 0.41337 2.95763 -0.07324 0.00 0.05 0.02
H 0.58555 -4.60415 2.74185 0.08 0.01 0.07
H -0.55517 4.23708 1.63934 -0.04 -0.06 0.00
H -0.00960 6.56063 -2.58483 0.00 0.00 0.00
H -3.78265 -5.04421 0.15266 -0.01 -0.03 0.06
H 4.60167 -5.01003 4.11965 0.00 0.00 0.01
H 2.94843 1.98800 -0.95232 0.08 0.06 -0.02


Record 4
23
Properties=species:S:1:pos:R:3:forces:R:3 method="wB97M-V/def2-TZVPD" gap_ha=0.3287 smiles="CC/C(C)=C/N.O.O" relative_energy_ev=1.8273 max_force_ha_per_bohr=0.028 lumo_energy_ev=0.76
O -4.60102 0.55406 4.59362 -0.60 0.39 -0.46
O -1.55935 -1.91972 0.93514 0.67 -0.30 0.05
N -0.49688 -1.68022 -2.15988 1.27 0.26 0.16
C 0.13378 1.14027 -1.37221 0.42 -0.26 1.04
C 1.98267 0.05640 0.11469 0.04 -0.67 0.58
C 0.98985 -0.06208 -0.99788 -1.32 0.07 -0.52
C 0.70718 -1.26749 -1.50849 1.23 0.50 0.06
C 2.77248 1.35899 0.16016 0.89 0.87 -0.07
H 0.32633 1.95263 -0.67925 -0.11 0.18 0.12
H 2.44876 2.17525 -0.50238 -0.28 -0.67 -0.27
H -2.39683 -1.49541 1.07319 -0.54 0.33 0.04
H -0.66709 -1.13723 -3.00395 -0.13 -0.43 0.02
H 3.80119 1.15187 -0.13174 0.11 0.07 -0.08
H 1.43338 -0.20877 1.04682 0.05 0.93 -0.30
H 2.85917 1.92542 1.09178 -0.25 -0.71 0.42
H -0.31079 -2.65802 -2.33668 -0.74 0.00 -0.69
H -1.11940 -1.43340 0.22730 -0.11 -0.07 -0.12
H -0.92469 0.92264 -1.31759 -0.35 -0.16 -0.17
H -5.48618 0.42716 4.23101 -0.10 -0.69 0.24
H 2.63636 -0.83527 0.10674 0.16 0.48 -0.39
H 0.38207 1.52104 -2.35414 0.00 -0.05 -0.38
H -4.49166 1.45762 4.28504 0.70 0.30 0.21
H 1.58066 -1.94572 -1.50129 -1.00 -0.36 0.49